No. 1
This record from the OMol25 dataset describes the molecule C4H4N4O. The level of theory is ωB97M-V/def2-TZVPD.

For the relative energy (zero: lowest compared OMol25 entry of this formula, charge and spin), the calculation gives 94.0 kJ/mol. As for the frontier orbital gap: 9.382 eV. The value obtained for the calculated total energy is -449.059667 hartree. The structure (SMILES) is [H]/N=C\n1cncnc1=O. As for the net charge: 0.

Structure (XYZ):
```
13
Properties=species:S:1:pos:R:3:forces:R:3
O 0.087570 -0.747830 2.101333 0.140 1.495 -2.738
N -2.900560 0.433218 -0.416276 1.879 0.368 2.156
N 1.720551 -0.351714 0.582025 2.607 0.960 -0.726
N -0.478323 0.045457 -0.026624 -0.464 1.313 -1.196
N 1.260399 0.230316 -1.666141 -0.246 0.811 0.367
C -1.875847 0.300999 0.349601 -0.450 0.184 0.911
C 0.425674 -0.328054 0.973163 -0.805 -2.339 2.457
C 2.148557 0.001606 -0.598787 -3.239 -0.451 1.080
C 0.014407 0.336161 -1.315283 0.355 -1.349 1.832
H -0.808690 0.554250 -1.970387 0.266 0.237 -0.731
H -2.713446 0.502496 -1.406357 0.179 -0.500 -0.320
H 3.198204 0.173469 -0.730298 0.351 -0.252 -0.422
H -1.867838 0.387219 1.533324 -0.574 -0.478 -2.669
```
Forces are in eV/Å.

No. 2
This record from the OMol25 dataset describes a structure of composition C33H23Cl3N8O3RbS. The level of theory is ωB97M-V/def2-TZVPD.

For the relative energy (zero: lowest compared OMol25 entry of this formula, charge and spin), the calculation gives 7.6 kJ/mol. As for the frontier orbital gap: 6.636 eV. The value obtained for the calculated total energy is -3738.005564 hartree. As for the net charge: -1.

Structure (XYZ):
```
72
Properties=species:S:1:pos:R:3:forces:R:3
Rb -0.208494 0.154859 0.835059 0.031 -0.434 -0.714
Cl -4.447687 1.095169 4.091629 0.053 0.039 -0.035
Cl -0.026957 3.144421 1.666419 -0.209 0.381 0.235
Cl -2.684150 6.026739 5.395365 0.006 -0.050 -0.029
S 2.420111 2.720522 -3.106075 0.034 0.115 -0.011
O 2.572895 0.057138 0.445809 0.207 -0.048 0.087
O 1.486199 -1.740356 1.911254 0.178 -0.183 0.100
O -2.180594 1.159680 2.129636 -0.371 0.187 0.446
N 2.627071 -1.368552 2.261839 0.057 0.081 -0.050
N -3.068648 1.003377 -0.977861 -0.162 0.008 -0.050
N -2.588150 -1.750112 -1.398843 0.140 -0.611 0.194
N 1.760204 -3.709346 -0.801151 0.062 0.037 0.002
N -0.007507 -2.194795 -1.123675 0.021 -0.085 -0.002
N 0.481961 1.480500 -1.931523 0.225 0.085 -0.041
N 3.151803 -0.444843 1.513578 0.064 -0.057 0.014
N -2.174945 -3.089653 -1.309090 -0.022 0.655 -0.143
C 0.037492 1.803911 -3.208501 -0.232 -0.131 0.245
C 1.510643 -6.122368 -0.928617 -0.020 0.023 0.003
C 4.462465 -0.008431 1.861926 -0.148 -0.029 -0.041
C 6.411531 1.255847 1.269237 -0.049 0.028 -0.087
C -3.301069 2.390843 3.834524 -0.082 -0.001 0.049
C 0.629087 2.901510 -5.296016 0.006 -0.041 0.051
C 6.334702 0.082443 3.354537 0.001 -0.004 0.017
C 1.686998 1.896062 -1.761860 -0.077 -0.131 0.092
C 7.021164 0.896862 2.459562 -0.010 -0.013 0.015
C -3.169592 -1.326879 -0.356521 -0.128 0.261 -0.102
C 1.230119 -2.465576 -0.896562 -0.092 0.145 0.008
C -2.521316 4.565808 4.439915 0.027 0.044 0.006
C -4.772113 0.326116 0.560642 0.036 0.061 0.047
C 0.950675 2.507333 -3.996035 0.076 0.020 -0.192
C -4.559343 2.619646 -0.030087 0.012 0.038 -0.017
C -2.281136 2.184281 2.854977 -0.020 0.006 -0.069
C 0.970406 -4.836871 -0.970036 0.106 0.024 0.016
C 0.683660 -7.208208 -1.125785 -0.047 -0.047 -0.005
C -3.504458 2.251193 -0.852445 0.085 -0.017 0.020
C -0.907619 -3.251637 -1.225307 0.033 -0.282 -0.007
C 5.131917 0.809765 0.963087 0.091 -0.001 0.090
C -3.430537 3.533873 4.595700 -0.035 -0.007 0.031
C -1.219893 1.459588 -3.711115 0.042 0.039 -0.040
C -3.699848 0.059143 -0.279556 0.123 -0.186 0.057
C -1.476679 4.443369 3.537702 -0.019 -0.012 0.020
C -5.207670 1.632230 0.690210 -0.009 -0.023 0.008
C -1.374731 3.290291 2.791725 0.158 0.044 -0.136
C -0.617851 2.565648 -5.781304 -0.060 -0.029 -0.004
C 5.059175 -0.371170 3.069002 0.061 0.029 -0.029
C -0.385089 -4.638788 -1.206637 -0.193 0.040 -0.083
C -1.533339 1.846902 -4.996487 0.022 0.012 -0.011
C -1.202581 -5.749623 -1.414244 0.049 0.022 0.022
C -0.677804 -7.025941 -1.372703 0.025 0.014 0.009
H -5.217908 -0.472262 1.138867 -0.001 0.001 0.003
H -2.500873 1.588483 -5.407787 0.005 0.013 -0.020
H -4.839883 3.660544 0.059581 -0.010 -0.002 -0.003
H 4.519579 -0.994570 3.764438 -0.005 -0.005 0.003
H 1.927295 -1.645973 -0.739474 -0.014 0.017 -0.009
H 1.098627 -8.207649 -1.092044 -0.001 0.001 0.000
H 2.246797 1.715647 -0.849884 0.015 0.013 -0.011
H -0.892383 2.855599 -6.787910 0.003 0.008 0.001
H -4.237151 3.611876 5.311794 0.008 0.018 0.001
H 2.570233 -6.257895 -0.748216 0.002 0.016 0.017
H -2.963503 2.999996 -1.423347 0.006 0.008 0.007
H 1.335498 3.446646 -5.908087 0.009 0.005 0.006
H -3.287245 -1.960277 0.525265 -0.092 -0.023 -0.005
H 8.015908 1.253456 2.693556 0.003 -0.007 0.012
H 2.714576 -3.791097 -0.496093 0.002 -0.074 -0.002
H -2.253110 -5.574955 -1.601404 -0.006 -0.008 0.003
H -0.746389 5.231648 3.419536 -0.013 0.015 0.006
H 4.633775 1.079338 0.044769 0.003 0.002 -0.010
H -1.901902 0.904848 -3.077722 0.011 -0.005 0.013
H -1.321122 -7.881418 -1.530682 0.013 -0.011 -0.001
H -6.012189 1.878151 1.370872 -0.009 -0.003 -0.010
H 6.927715 1.895482 0.563665 0.017 -0.003 0.015
H 6.793175 -0.197540 4.295004 0.013 0.007 -0.005
```
Forces are in eV/Å.

No. 3
This record from the OMol25 dataset describes a structure of composition C8H14NO2Si. The level of theory is ωB97M-V/def2-TZVPD.

For the relative energy (zero: lowest compared OMol25 entry of this formula, charge and spin), the calculation gives 297.4 kJ/mol. As for the frontier orbital gap: 8.389 eV. The value obtained for the calculated total energy is -807.959734 hartree. As for the net charge: -1.

Structure (XYZ):
```
26
Properties=species:S:1:pos:R:3:forces:R:3
Si 0.498865 -0.258604 -0.762398 0.786 0.335 0.909
O -0.313834 3.687033 0.312253 -0.358 1.965 1.790
O -0.254724 1.897917 -0.847161 0.301 -2.175 -0.957
N -2.723051 2.230200 2.753062 -0.464 0.003 0.454
C 2.228258 0.517390 -0.536712 1.684 -3.269 -0.279
C -0.183467 -0.294234 -2.536460 1.683 -0.280 1.245
C -0.652338 1.588379 1.467822 2.268 -3.524 -2.511
C 1.048395 -2.066192 -0.288632 -1.032 -0.817 -2.383
C -0.919893 -0.259248 0.467594 1.074 3.102 2.928
C -0.419705 2.483730 0.257569 0.696 -0.041 -1.546
C -1.219262 -1.329987 1.463051 -2.890 0.050 -0.958
C -1.752610 1.921910 2.220014 -1.321 0.290 0.885
H -1.760675 0.089793 -0.048381 -1.525 0.347 -0.659
H 2.267118 1.248215 0.218743 0.138 1.172 0.834
H 0.308429 1.416562 2.000418 -0.846 0.204 -0.110
H -0.146123 -1.243586 -3.017110 -0.139 -0.836 -0.372
H 2.739392 0.859173 -1.453124 -0.520 0.218 0.292
H -2.158539 -1.222580 2.042859 0.126 0.602 -0.483
H 1.750348 -2.361519 -1.072476 0.749 -0.026 0.188
H 0.168716 -2.564321 -0.743274 -0.167 -0.382 0.526
H 1.273976 -2.613965 0.625315 0.059 0.598 0.225
H 2.929521 -0.413479 -0.175084 -1.567 2.275 -0.675
H -1.394670 -2.262011 0.946577 0.108 -0.498 -0.417
H -0.552132 -1.542574 2.203628 2.553 -0.272 1.684
H -1.151557 0.076684 -2.399186 -1.624 0.475 -0.202
H 0.389562 0.415314 -3.098908 0.226 0.486 -0.409
```
Forces are in eV/Å.